Record 1
{
  "formula": "C8H19ClINO2PY",
  "method": "ωB97M-V/def2-TZVPD",
  "species": ["C", "I", "H", "H", "H", "Y", "P", "C", "C", "H", "H", "H", "C", "H", "H", "H", "H", "H", "H", "C", "O", "Cl", "C", "N", "C", "C", "O", "H", "H", "H", "H", "H", "H", "H"],
  "positions_angstrom": [[0.559129, -1.191246, -0.726213], [0.859435, 2.552882, -0.599424], [-0.575495, -1.486010, -0.876419], [0.923770, -1.812040, 0.072793], [0.979942, -1.592958, -1.626722], [-1.314475, 0.324289, 0.162533], [-0.544035, 0.625840, -2.753425], [1.044992, 1.088590, -3.517489], [-1.018535, -0.752576, -3.867420], [-2.600134, 1.843804, -2.934668], [-1.663102, 1.841304, -4.433600], [-1.200855, 2.934432, -3.111428], [-1.597877, 1.950344, -3.348499], [-1.982151, -1.154172, -3.503989], [-1.134990, -0.279364, -4.861609], [0.858026, 1.223540, -4.585364], [1.797872, 0.302884, -3.386407], [-0.195793, -1.495986, -3.889526], [1.432056, 2.036512, -3.109186], [1.279491, 0.191510, -0.543447], [2.497419, 0.171396, -0.463186], [-3.565156, -0.256243, -0.468527], [-0.740150, -0.090766, 4.903365], [0.460115, -0.598840, 4.213923], [1.579551, -1.120520, 4.991709], [0.484849, -0.580694, 2.900436], [-0.514802, -0.144642, 2.231246], [-0.559338, -0.249534, 5.966909], [-1.651364, -0.613654, 4.584372], [-0.913342, 0.973786, 4.687909], [1.783432, -2.155612, 4.681021], [2.480344, -0.541994, 4.761675], [1.309596, -1.062592, 6.032710], [1.441567, -0.881675, 2.415941]],
  "atomic_forces_ev_per_a": [[-1.53, -0.85, 0.13], [-0.81, -0.93, 1.36], [1.88, 0.78, 0.13], [0.32, -0.21, 0.52], [0.30, -0.10, -0.61], [-0.46, 1.18, 0.45], [-0.56, -0.20, -0.85], [0.45, 0.20, 0.17], [0.02, 0.26, 0.31], [-0.09, 0.11, -0.04], [-0.05, 0.22, 0.04], [-0.02, 0.04, 0.05], [-0.47, 0.20, -0.23], [0.50, -0.14, -0.44], [0.01, -0.59, 0.38], [0.05, -0.08, 0.03], [-0.04, 0.16, -0.08], [-0.72, 0.18, -0.08], [-0.11, -0.57, -0.48], [5.29, 0.99, 0.24], [-4.15, -0.74, -0.20], [0.38, 0.00, 0.07], [-0.24, 0.05, 0.16], [-0.77, 0.24, -1.51], [0.74, -0.40, -0.79], [0.25, 0.39, 1.20], [0.21, -0.13, -1.25], [-0.33, 0.19, -0.17], [0.40, -0.11, 0.11], [0.35, -0.29, 0.12], [-0.18, 0.24, 0.40], [-0.17, 0.03, 0.38], [0.23, -0.08, 0.23], [-0.68, -0.01, 0.25]],
  "orbital_gap_ev": 7.2,
  "total_charge": 2
}

Record 2
{
  "formula": "CH2N2O2S",
  "method": "ωB97M-V/def2-TZVPD",
  "species": ["N", "C", "S", "N", "O", "O", "H", "H"],
  "positions_angstrom": [[0.091736, 0.240110, -0.028522], [1.450183, 0.395350, 0.003646], [2.227541, 1.894398, 0.006883], [2.276624, -0.653831, 0.455807], [2.265939, -2.007054, 0.073034], [3.304477, -1.174414, -0.342286], [-0.163603, -0.716713, 0.286628], [-0.686231, 0.869123, -0.204408]],
  "atomic_forces_ev_per_a": [[1.19, -3.40, 0.69], [-0.81, 3.41, -0.41], [-0.68, -1.51, -0.56], [0.78, -0.68, 1.41], [-2.11, -0.92, -0.12], [0.80, 1.65, -0.49], [-0.28, 1.07, -0.64], [1.12, 0.38, 0.11]],
  "orbital_gap_ev": 9.0,
  "smiles": "NC(=S)n1oo1",
  "total_charge": 0
}

Record 3
{
  "formula": "C5H16N2O",
  "method": "ωB97M-V/def2-TZVPD",
  "species": ["C", "C", "C", "C", "C", "N", "N", "H", "H", "H", "H", "H", "H", "H", "H", "H", "H", "H", "H", "H", "H", "H", "H", "O"],
  "positions_angstrom": [[1.061095, 0.938477, -2.122371], [0.947802, 0.010147, -0.984466], [-0.395730, -0.246203, -0.348767], [-0.376792, -0.829559, 0.956793], [-0.538141, -2.149078, 1.206336], [-0.291988, 0.385085, 1.996473], [1.318335, -1.311386, -1.621112], [1.842437, 0.538549, -2.850733], [1.514324, 1.850564, -1.690422], [0.128785, 1.137060, -2.765446], [1.776439, 0.223388, -0.193269], [-1.088826, -0.757329, -1.058806], [-0.922164, 0.793227, -0.476186], [-0.542500, -2.558273, 2.158956], [-1.157485, -2.844773, 0.569469], [-1.072166, 1.095903, 1.815308], [-0.548538, 0.012117, 2.973598], [0.578524, 0.828947, 2.076007], [2.291483, -1.396980, -1.738573], [1.015977, -2.099908, -0.951721], [0.908082, -1.428120, -2.609742], [-2.851016, 2.278822, 1.942750], [-1.639505, 3.141719, 1.654458], [-1.958427, 2.387600, 2.061468]],
  "atomic_forces_ev_per_a": [[0.71, 1.77, -2.05], [1.28, -1.34, 0.27], [-2.06, 3.14, -1.78], [0.95, 3.29, 0.43], [-1.04, -2.60, -0.93], [-3.49, -3.19, 1.49], [-1.79, -2.33, 0.25], [-0.82, 0.76, 0.79], [-0.65, 0.08, -0.84], [1.19, -0.25, 1.34], [-1.53, -0.51, -1.31], [0.69, -0.40, 0.08], [0.71, -1.22, 0.93], [0.55, -0.52, 1.88], [0.33, 1.17, 0.15], [1.14, -0.49, 0.14], [0.67, 0.58, -1.69], [1.55, 0.60, -0.01], [1.75, -0.14, -0.17], [0.18, 0.84, -0.97], [0.31, 0.14, 2.07], [-3.47, 0.01, -0.56], [0.56, 2.55, -1.31], [2.26, -1.93, 1.80]],
  "orbital_gap_ev": [4.5, 8.8],
  "multiplicity": 2,
  "s2": 0.75,
  "total_charge": 1
}

Record 4
{
  "formula": "C17H17FFeO7",
  "method": "ωB97M-V/def2-TZVPD",
  "species": ["C", "C", "O", "C", "C", "F", "C", "O", "O", "C", "C", "O", "H", "H", "H", "H", "H", "H", "H", "H", "H", "H", "O", "C", "Fe", "C", "O", "C", "O", "C", "C", "C", "C", "C", "C", "C", "H", "H", "H", "H", "H", "H", "H"],
  "positions_angstrom": [[-4.863933, -0.012260, 0.456783], [-3.743262, -0.909450, 0.904837], [-2.507400, -0.189951, 0.637576], [-1.412375, -0.813287, 1.129967], [-0.197474, 0.025640, 0.835024], [-0.276810, 0.512659, -0.472055], [1.102929, -0.736063, 0.967196], [1.227438, -1.921580, 1.165561], [2.139780, 0.099197, 0.743827], [3.399284, -0.606574, 0.720362], [4.480018, 0.417779, 0.520504], [-1.443618, -1.850747, 1.754737], [-5.815367, -0.521153, 0.623971], [-4.861179, 0.926360, 1.026543], [-4.782894, 0.222836, -0.610725], [-3.821454, -1.143408, 1.973377], [-3.726464, -1.844634, 0.333556], [3.521884, -1.141739, 1.669466], [3.369370, -1.339479, -0.098484], [5.454987, -0.079407, 0.563380], [4.363222, 0.894560, -0.459981], [4.438809, 1.187762, 1.301605], [3.898431, 6.215334, 7.086442], [3.275674, 5.445185, 6.476879], [2.100688, 4.256704, 5.927087], [1.715187, 3.729568, 7.563097], [1.432707, 3.576624, 8.685897], [0.768892, 5.379303, 6.184780], [-0.002508, 6.194106, 6.515239], [0.400819, 1.580641, 2.047528], [0.760446, 2.852335, 1.628205], [1.537309, 3.797901, 2.292410], [2.345390, 3.661189, 3.426697], [2.301465, 2.619255, 4.394091], [1.445112, 1.485347, 4.333113], [0.736621, 0.970675, 3.257446], [-0.514948, 1.153245, 1.458375], [0.356802, 3.155076, 0.656540], [1.580168, 4.771620, 1.794255], [3.148445, 4.413909, 3.533969], [3.162521, 2.532242, 5.102442], [1.427619, 0.866793, 5.232483], [0.382370, -0.063014, 3.370096]],
  "atomic_forces_ev_per_a": [[-0.17, 0.24, -0.09], [0.03, 0.14, -0.19], [-0.01, -0.54, 0.46], [-0.17, -0.19, -0.07], [-0.98, -5.39, -3.53], [0.20, 0.55, 1.05], [0.39, -0.23, -0.15], [-0.22, 0.93, -0.02], [-0.08, -0.80, -0.06], [0.16, -0.06, 0.02], [0.13, 0.19, -0.14], [0.08, 0.87, -0.12], [0.01, 0.08, 0.00], [-0.03, -0.23, -0.16], [0.00, -0.03, 0.22], [0.19, 0.03, -0.26], [0.05, 0.12, 0.20], [-0.08, 0.04, -0.23], [0.03, 0.14, 0.30], [-0.12, 0.16, -0.04], [0.13, -0.01, 0.23], [0.04, -0.17, -0.18], [-1.03, -1.24, -1.35], [2.23, 1.99, 1.82], [-0.66, -1.16, -1.32], [-0.23, -1.24, 3.79], [0.50, 0.30, -2.53], [-2.92, 3.29, 0.12], [1.74, -2.06, -0.69], [0.23, 4.47, 0.65], [-0.72, -0.67, 0.10], [0.12, 1.06, -0.80], [0.62, -1.06, 1.46], [1.14, 1.71, -1.03], [-0.99, -1.55, -0.64], [0.35, -0.39, 1.92], [0.76, 0.89, 1.22], [0.00, 0.07, 0.36], [0.25, -0.37, 0.09], [-0.51, -0.41, 0.06], [-0.53, 0.13, -0.41], [0.20, 0.01, -0.29], [-0.13, 0.37, 0.24]],
  "orbital_gap_ev": [5.8, 7.5],
  "multiplicity": 5,
  "s2": 6.07,
  "total_charge": 0
}

Record 5
{
  "formula": "C10H21CuO6",
  "method": "ωB97M-V/def2-TZVPD",
  "species": ["Cu", "C", "C", "O", "H", "H", "H", "H", "H", "C", "C", "O", "H", "H", "H", "H", "H", "C", "C", "O", "H", "H", "H", "H", "H", "C", "C", "C", "O", "C", "O", "O", "H", "H", "H", "H", "H", "H"],
  "positions_angstrom": [[-1.045927, -0.421839, 1.182056], [-3.576396, 0.810080, 1.695011], [-4.080495, -0.605826, 2.104596], [-3.134031, -1.553281, 1.679794], [-2.705211, 1.069799, 2.296409], [-4.454176, 1.415856, 1.920041], [-3.359111, 0.819472, 0.626932], [-5.054684, -0.861220, 1.687673], [-4.154847, -0.574670, 3.191610], [1.841275, -2.498774, 0.949535], [0.803033, -2.563638, 2.067783], [-0.516804, -2.938281, 1.861689], [1.768355, -3.478929, 0.478272], [2.718403, -2.088332, 1.449825], [1.681218, -1.892114, 0.058221], [0.877496, -1.627520, 2.621167], [1.145647, -3.289128, 2.805611], [0.115810, -2.583798, -2.248215], [-1.269896, -1.891267, -1.920240], [-1.903433, -2.491738, -0.875983], [1.043875, -2.012959, -2.217436], [-0.021448, -2.916191, -3.277172], [0.033348, -3.471708, -1.621377], [-1.843260, -1.833616, -2.845460], [-1.202443, -0.859137, -1.576367], [1.648509, 3.939371, -2.201215], [2.014346, 2.714731, -1.375705], [3.118116, 2.825893, -0.375621], [2.464286, 2.514436, 0.835772], [1.296963, 1.939429, 0.522379], [0.528834, 1.317023, 1.295613], [0.929921, 2.291892, -0.645462], [1.064308, 4.636035, -1.599997], [0.954507, 3.728206, -3.014773], [2.480539, 4.513192, -2.609333], [2.352641, 1.903454, -2.020291], [3.487492, 3.847935, -0.291512], [3.953242, 2.167163, -0.613830]],
  "atomic_forces_ev_per_a": [[-1.21, -2.04, 0.73], [-1.72, -0.96, 0.29], [3.06, -0.81, -1.18], [0.20, 1.69, 0.17], [0.00, 0.12, 0.05], [0.20, 1.11, -0.07], [0.03, 0.05, -0.05], [-0.59, 0.40, -0.20], [-0.33, -0.05, 0.66], [-0.90, -0.28, -0.30], [-2.12, -0.47, 0.62], [1.23, 1.64, -1.38], [1.22, -0.49, 0.28], [0.75, -0.83, -0.34], [-0.72, 0.88, 0.22], [0.10, 1.04, 0.37], [1.18, -0.46, 0.28], [-1.83, 0.04, -0.66], [1.52, -0.12, 0.72], [-0.51, -0.33, -0.51], [-0.18, -0.02, 0.53], [0.40, -0.21, -0.23], [0.86, 0.10, 0.18], [-0.63, -0.11, -0.08], [0.38, 0.63, -0.12], [-0.63, 0.54, 0.14], [1.23, 0.40, -2.91], [0.78, 1.60, 0.43], [0.54, -1.22, 1.03], [-3.24, -1.87, 5.17], [2.81, 1.52, -1.99], [-2.04, -0.44, -2.22], [0.19, 0.07, 0.42], [0.24, -0.47, -0.11], [0.24, -0.37, 0.07], [-0.57, -0.10, -0.49], [0.15, 0.00, 0.07], [-0.09, -0.16, 0.40]],
  "orbital_gap_ev": [4.5, 4.2],
  "multiplicity": 2,
  "s2": 0.76,
  "total_charge": -1
}

Record 6
{
  "formula": "C4H8N",
  "method": "ωB97M-V/def2-TZVPD",
  "species": ["C", "C", "C", "C", "N", "H", "H", "H", "H", "H", "H", "H", "H"],
  "positions_angstrom": [[0.265109, 1.417182, 1.293982], [-0.017892, 0.272919, 0.317178], [-1.207595, -0.450592, 0.536896], [0.668499, -0.982920, -1.593622], [0.842641, 0.088556, -0.636630], [-0.202619, 2.311447, 0.881547], [-0.143139, 1.133689, 2.258581], [1.335110, 1.598997, 1.334321], [-1.549231, -1.197255, -0.169674], [-1.908332, -0.328926, 1.346244], [1.553693, -1.619694, -1.569956], [-0.185373, -1.637461, -1.390430], [0.549128, -0.605943, -2.608437]],
  "atomic_forces_ev_per_a": [[0.03, -0.65, -0.89], [-0.43, 0.43, 0.95], [-0.22, -0.63, -0.76], [-0.36, -0.37, 0.40], [0.23, -0.12, -0.56], [-0.14, 0.09, 0.33], [0.02, 0.39, 0.21], [0.04, -0.04, 0.16], [0.17, 0.04, 0.02], [0.30, 0.48, 0.32], [0.13, 0.13, -0.09], [0.07, 0.02, -0.09], [0.16, 0.24, 0.01]],
  "orbital_gap_ev": [9.8, 8.6],
  "multiplicity": 2,
  "s2": 0.78,
  "total_charge": 0
}

Record 7
{
  "formula": "C2H3NO2S",
  "method": "ωB97M-V/def2-TZVPD",
  "species": ["C", "C", "N", "O", "O", "S", "H", "H", "H"],
  "positions_angstrom": [[-0.715772, -1.397652, 0.154419], [0.580515, 0.847307, 1.093474], [1.130919, 1.329135, 0.024420], [0.183636, 1.263383, 2.132816], [-1.803570, -2.012127, -2.119797], [-1.039320, -0.992433, -1.347177], [-1.281759, -2.084195, 0.798632], [1.142988, 0.845816, -0.885577], [1.802363, 2.200766, 0.148790]],
  "atomic_forces_ev_per_a": [[0.06, 1.77, 0.60], [-3.16, -0.35, 1.35], [2.87, 2.21, -1.30], [1.30, -1.08, -1.24], [0.12, 0.80, 0.24], [0.13, -1.23, -0.11], [0.64, 0.03, -0.25], [0.03, 0.12, 1.11], [-1.97, -2.27, -0.41]],
  "orbital_gap_ev": [7.2, 8.4],
  "total_charge": 0
}

Record 8
{
  "formula": "C4H5NO3",
  "method": "ωB97M-V/def2-TZVPD",
  "species": ["O", "N", "C", "C", "C", "O", "C", "O", "H", "H", "H", "H", "H"],
  "positions_angstrom": [[2.302437, -2.095842, 0.325368], [1.174631, -1.355507, 1.072781], [0.468651, -0.594668, 0.374615], [-0.935175, -0.445591, 0.843331], [-1.727909, 0.181951, 0.042867], [-1.187899, 0.641009, -1.244779], [0.116046, 1.280074, -0.809141], [0.858738, 0.176093, -0.486163], [2.435279, -1.576096, -0.584476], [-1.191677, -0.604833, 1.962750], [-2.748855, 0.381996, -0.009648], [0.379916, 2.030018, -1.618575], [0.055817, 1.981396, 0.131071]],
  "atomic_forces_ev_per_a": [[-0.97, 3.86, -1.47], [2.11, -4.77, -0.52], [-3.42, -1.86, 6.02], [0.90, 0.09, 3.99], [0.16, 0.85, -4.19], [1.18, 1.75, 3.06], [-3.47, 1.53, -0.27], [4.79, 3.86, -6.85], [-0.31, -1.50, 2.77], [0.44, -0.32, -2.36], [-1.55, 0.09, 0.77], [0.68, -2.01, 0.44], [-0.55, -1.56, -1.38]],
  "orbital_gap_ev": 9.4,
  "smiles": "O/N=C1/C=COCO1",
  "total_charge": 0
}

Energy above the lowest of the compared OMol25 structures with the same formula, charge and spin: 31.2; 198.8; 64.6; 33.9; 37.2; 0.0; 126.2; 140.8 (kcal per mole)